DFT (ωB97M-V/def2-TZVPD) results for a molecular structure, C36H47BLiN9O2.

Computed properties:
Highest occupied orbital energy (eV): -8.305
Energy (a.u.): -2075.83792
Energy above the lowest of the compared OMol25 structures with the same formula, charge and spin (eV): 0.000
Frontier orbital gap (eV): 7.349

Each line ends with the Mulliken charge.
Geometry (Å):
Li 0.290 -0.096 0.246  1.434
C 3.408 -1.965 -3.500  -1.362
C 2.151 -2.053 -2.697  0.533
C 1.094 -2.924 -2.849  -1.227
C 0.193 -2.602 -1.815  -0.564
N 0.661 -1.590 -1.099  0.164
N 1.873 -1.260 -1.639  0.638
B 2.827 -0.246 -0.949  -1.402
N 2.300 1.212 -1.046  0.771
N 1.207 1.630 -0.342  0.436
C 1.143 2.948 -0.492  -0.556
C 2.197 3.394 -1.312  -1.185
C 2.910 2.260 -1.639  0.579
C 4.145 2.145 -2.474  -1.416
C 0.066 3.789 0.159  2.747
C -0.398 3.137 1.463  -1.366
C -1.130 3.935 -0.795  -1.563
C 0.621 5.182 0.465  -2.139
N 2.999 -0.634 0.544  0.642
N 1.933 -0.677 1.393  -0.011
C 2.406 -1.029 2.577  -0.550
C 3.798 -1.213 2.512  -1.169
C 4.135 -0.952 1.198  0.634
C 5.481 -0.995 0.549  -1.450
C 1.473 -1.165 3.761  2.704
C 0.334 -2.125 3.397  -1.362
C 0.909 0.219 4.110  -1.431
C 2.231 -1.719 4.966  -2.332
C -1.109 -3.311 -1.508  2.841
C -1.654 -2.889 -0.144  -1.719
C -0.852 -4.824 -1.497  -2.021
C -2.145 -2.993 -2.596  -1.536
H 3.355 -2.670 -4.328  0.422
H 3.559 -0.964 -3.908  0.165
H 4.285 -2.207 -2.899  0.199
H 1.000 -3.698 -3.595  0.493
H 3.890 -0.297 -1.497  -0.148
H 2.424 4.402 -1.618  0.408
H 4.388 3.122 -2.890  0.389
H 4.998 1.800 -1.887  0.194
H 4.011 1.443 -3.298  0.187
H -0.767 2.127 1.285  -0.079
H 0.425 3.078 2.179  0.398
H -1.205 3.725 1.908  0.466
H -1.495 2.956 -1.106  0.144
H -1.948 4.470 -0.300  0.430
H -0.847 4.496 -1.689  0.411
H 1.485 5.122 1.130  0.402
H 0.926 5.703 -0.446  0.350
H -0.148 5.787 0.952  0.461
H 4.473 -1.500 3.303  0.572
H 6.229 -1.276 1.289  0.373
H 5.512 -1.723 -0.263  0.226
H 5.757 -0.025 0.132  0.229
H -0.188 -1.796 2.496  -0.068
H 0.734 -3.122 3.195  0.427
H -0.384 -2.205 4.219  0.371
H 0.442 0.683 3.238  0.039
H 0.175 0.149 4.920  0.371
H 1.714 0.881 4.439  0.437
H 2.662 -2.698 4.745  0.430
H 3.037 -1.047 5.269  0.417
H 1.549 -1.831 5.813  0.435
H -1.069 -3.335 0.665  0.246
H -1.621 -1.809 -0.027  0.057
H -2.691 -3.219 -0.038  0.509
H 0.002 -5.067 -0.862  0.367
H -1.731 -5.348 -1.110  0.465
H -0.649 -5.203 -2.501  0.375
H -2.422 -1.936 -2.577  0.163
H -1.750 -3.223 -3.589  0.367
H -3.049 -3.588 -2.440  0.464
O -7.685 0.941 -0.645  -0.576
N -6.848 1.254 0.175  0.941
O -7.092 1.778 1.245  -0.574
C -5.428 1.008 -0.164  0.099
C -5.099 1.149 -1.459  -0.970
C -3.745 0.973 -1.879  1.339
C -3.351 1.129 -3.221  -0.819
C -2.042 0.920 -3.563  -1.328
C -1.143 0.551 -2.551  -0.337
N -1.490 0.418 -1.291  1.650
C -2.767 0.629 -0.942  -1.193
C -3.128 0.487 0.461  -0.577
N -2.141 0.180 1.333  0.368
C -2.458 0.030 2.601  -0.157
C -3.766 0.142 3.087  -1.127
C -4.772 0.460 2.218  -1.046
C -4.465 0.667 0.858  1.259
H -5.862 1.405 -2.182  0.538
H -4.089 1.416 -3.963  0.483
H -1.699 1.027 -4.583  0.514
H -0.098 0.352 -2.781  0.144
H -1.642 -0.196 3.280  0.021
H -3.966 -0.021 4.138  0.500
H -5.787 0.560 2.568  0.523